Entry 1:
{
  "formula": "C18H27N3O3",
  "method": "the ωB97M-V functional and the def2-TZVPD basis",
  "symbols": ["C", "N", "C", "O", "C", "C", "C", "C", "C", "N", "C", "O", "C", "C", "C", "C", "C", "C", "C", "C", "N", "C", "C", "O", "H", "H", "H", "H", "H", "H", "H", "H", "H", "H", "H", "H", "H", "H", "H", "H", "H", "H", "H", "H", "H", "H", "H", "H", "H", "H", "H"],
  "positions_angstrom": [[-1.059, -0.703, 4.462], [-1.448, -0.564, 3.087], [-1.495, 0.575, 2.381], [-1.027, 1.617, 2.855], [-2.065, 0.527, 0.950], [-2.755, 1.812, 0.466], [-4.000, 2.371, 1.196], [-4.438, 3.603, 0.438], [-5.209, 1.384, 1.222], [-0.941, 0.314, 0.031], [-0.260, -0.851, -0.063], [-0.713, -1.867, 0.473], [1.076, -0.783, -0.889], [2.311, -0.674, 0.028], [3.640, -0.551, -0.678], [4.157, 0.732, -0.915], [5.430, 0.944, -1.478], [6.224, -0.181, -1.764], [5.697, -1.495, -1.609], [4.405, -1.677, -1.070], [1.285, -1.839, -1.898], [0.567, -1.929, -2.998], [0.796, -3.134, -3.817], [-0.263, -1.096, -3.385], [0.000, -0.822, 4.521], [-1.353, 0.168, 5.018], [-1.520, -1.587, 4.959], [-1.814, -1.368, 2.577], [-2.756, -0.327, 0.832], [-3.051, 1.660, -0.601], [-2.014, 2.576, 0.415], [-3.725, 2.626, 2.205], [-3.640, 4.360, 0.551], [-5.373, 3.989, 0.870], [-4.563, 3.341, -0.615], [-4.934, 0.531, 1.829], [-5.445, 1.003, 0.242], [-6.071, 1.922, 1.589], [-0.611, 1.076, -0.468], [1.083, 0.114, -1.455], [2.197, 0.173, 0.692], [2.352, -1.573, 0.659], [3.564, 1.581, -0.618], [5.760, 1.940, -1.608], [7.254, -0.074, -2.106], [6.318, -2.327, -1.875], [4.023, -2.654, -0.883], [1.866, -2.612, -1.702], [0.981, -4.002, -3.210], [-0.107, -3.241, -4.456], [1.666, -3.010, -4.386]],
  "forces_ev_per_angstrom": [[-0.4, -0.6, 0.4], [-1.6, -1.4, -1.4], [0.9, 1.7, 1.1], [-0.5, -0.4, -0.7], [-0.3, -0.5, -0.5], [-1.0, -0.6, -0.3], [-0.4, -1.3, -1.0], [0.5, 0.6, 0.6], [1.5, 0.4, 0.2], [0.0, -1.4, 0.9], [-0.7, -1.1, 0.0], [1.1, 0.6, -0.5], [0.4, -0.6, -0.1], [0.0, -1.2, 0.2], [0.7, 0.1, -0.6], [0.5, -0.6, -0.3], [-0.7, -2.0, 0.6], [-0.7, -0.5, 0.0], [-0.7, 1.6, 0.5], [0.8, 1.7, -0.1], [-0.2, 1.2, 2.4], [-2.2, 1.1, -1.8], [-1.5, -0.7, -0.2], [0.8, -0.2, 0.9], [0.8, 0.0, 0.3], [0.0, 0.5, 0.2], [0.1, 0.6, -0.7], [0.4, 0.2, 0.4], [0.3, 0.2, 0.1], [0.2, -0.2, 0.7], [0.7, 0.8, 0.3], [0.1, 0.1, 0.6], [-0.5, 0.0, -0.3], [0.3, 0.1, -0.3], [-0.2, 0.3, 0.0], [-0.4, -0.2, 0.4], [0.0, 0.0, -0.6], [-0.3, -0.2, 0.4], [0.6, 1.7, -0.9], [-0.4, 1.0, -0.6], [-0.2, 0.2, 0.2], [-0.1, 0.2, 0.0], [-0.1, 0.2, 0.0], [0.5, 0.7, -0.2], [-0.3, 0.1, 0.0], [0.1, -0.4, 0.0], [-0.1, -0.7, 0.1], [0.5, -0.6, 0.6], [-0.2, -0.6, 0.3], [0.9, -0.2, 0.4], [1.2, 0.3, -1.2]],
  "mulliken_charge": [-0.980, -0.040, 0.152, -0.702, 0.179, -1.531, 0.608, -1.529, -1.422, -0.037, 0.405, -0.742, 0.094, -1.423, 0.575, -0.304, -0.725, -0.361, -0.734, -0.318, 0.015, 0.696, -1.230, -0.670, 0.319, 0.315, 0.328, 0.247, 0.321, 0.510, 0.567, 0.324, 0.348, 0.428, 0.349, 0.351, 0.307, 0.438, 0.333, 0.386, 0.497, 0.466, 0.347, 0.423, 0.359, 0.392, 0.448, 0.223, 0.367, 0.325, 0.302],
  "smiles": "CNC(=O)[C@@H](CC(C)C)NC(=O)[C@@H](Cc1ccccc1)NC(C)=O",
  "charge": 0,
  "orbital_gap_ev": 10.1,
  "multiplicity": 1
}



Entry 2:
{
  "formula": "C39H63MoN2O8PSSi2",
  "method": "the ωB97M-V functional and the def2-TZVPD basis",
  "symbols": ["Mo", "O", "C", "O", "C", "C", "C", "C", "C", "C", "N", "O", "O", "N", "O", "O", "H", "H", "H", "C", "Si", "C", "C", "C", "Si", "C", "C", "C", "H", "H", "H", "H", "H", "H", "H", "H", "H", "H", "H", "H", "H", "H", "H", "H", "H", "H", "H", "O", "P", "C", "C", "C", "C", "C", "C", "C", "C", "C", "C", "C", "C", "C", "C", "C", "C", "C", "C", "H", "H", "H", "H", "H", "H", "H", "H", "H", "H", "H", "H", "H", "H", "H", "H", "H", "H", "H", "H", "H", "H", "H", "H", "H", "H", "H", "H", "H", "H", "H", "H", "H", "C", "S", "O", "C", "C", "C", "C", "C", "C", "H", "H", "H", "H", "H", "H", "H", "H"],
  "positions_angstrom": [[0.770, 0.618, 0.058], [0.605, 0.450, 3.507], [1.424, -0.194, 2.924], [1.325, -0.362, 1.558], [2.608, -0.850, 3.520], [2.793, -0.751, 4.895], [3.910, -1.343, 5.443], [4.851, -2.022, 4.692], [4.628, -2.089, 3.331], [3.529, -1.518, 2.727], [5.611, -2.792, 2.469], [5.431, -2.727, 1.264], [6.569, -3.284, 3.011], [4.117, -1.242, 6.912], [3.270, -0.644, 7.540], [5.119, -1.751, 7.359], [2.086, -0.229, 5.525], [5.718, -2.475, 5.151], [3.409, -1.592, 1.659], [3.190, 2.103, 1.394], [3.736, 1.509, -0.315], [4.002, 3.052, -1.321], [5.340, 0.601, -0.146], [2.373, 0.434, -1.163], [2.680, -1.323, -1.895], [1.468, -1.405, -3.317], [2.390, -2.690, -0.655], [4.399, -1.550, -2.553], [3.713, 3.046, 1.581], [3.474, 1.414, 2.191], [2.128, 2.343, 1.528], [4.840, 3.603, -0.884], [3.135, 3.712, -1.280], [4.256, 2.850, -2.365], [6.027, 1.249, 0.408], [5.787, 0.402, -1.122], [5.263, -0.346, 0.393], [2.108, 0.984, -2.083], [0.488, -0.986, -3.069], [1.316, -2.434, -3.655], [1.858, -0.838, -4.168], [1.495, -2.610, -0.040], [3.248, -2.806, 0.011], [2.313, -3.622, -1.223], [4.696, -0.771, -3.260], [4.397, -2.500, -3.097], [5.153, -1.625, -1.770], [-1.092, 0.236, -0.570], [-2.242, -0.596, 0.154], [-3.887, -0.368, -0.568], [-4.490, 1.045, -0.575], [-3.955, 1.891, -1.722], [-4.213, 1.212, -3.064], [-3.541, -0.157, -3.090], [-4.078, -1.020, -1.951], [-2.222, -0.057, 1.884], [-2.076, 1.474, 2.037], [-2.389, 1.888, 3.472], [-3.858, 1.615, 3.831], [-4.434, 0.417, 3.064], [-3.360, -0.627, 2.774], [-1.816, -2.361, 0.118], [-2.930, -3.354, 0.588], [-3.274, -4.405, -0.468], [-2.048, -5.195, -0.927], [-0.809, -4.294, -1.088], [-1.178, -2.816, -1.207], [-4.455, -0.964, 0.161], [-4.365, 1.550, 0.380], [-5.568, 0.912, -0.707], [-2.878, 2.017, -1.583], [-4.409, 2.885, -1.686], [-3.886, 1.828, -3.902], [-5.293, 1.081, -3.188], [-2.455, -0.037, -2.989], [-3.718, -0.660, -4.041], [-3.650, -2.018, -1.980], [-5.156, -1.151, -2.083], [-1.285, -0.492, 2.249], [-2.734, 2.013, 1.350], [-1.056, 1.780, 1.785], [-2.156, 2.946, 3.605], [-1.724, 1.342, 4.143], [-4.467, 2.500, 3.639], [-3.927, 1.425, 4.903], [-4.891, 0.744, 2.125], [-5.239, -0.043, 3.638], [-3.806, -1.521, 2.340], [-2.912, -0.953, 3.716], [-1.011, -2.396, 0.866], [-3.845, -2.843, 0.883], [-2.571, -3.859, 1.487], [-3.754, -3.929, -1.325], [-4.022, -5.080, -0.052], [-2.277, -5.696, -1.868], [-1.830, -5.985, -0.207], [-0.226, -4.596, -1.959], [-0.152, -4.414, -0.222], [-1.851, -2.666, -2.054], [-0.295, -2.219, -1.418], [0.338, 5.065, -0.506], [-0.556, 3.588, -0.944], [0.470, 2.502, -0.473], [-0.465, 3.587, -2.700], [0.742, 3.404, -3.372], [0.736, 3.412, -4.753], [-0.456, 3.620, -5.445], [-1.646, 3.823, -4.765], [-1.659, 3.796, -3.376], [1.179, 5.216, -1.179], [0.662, 4.943, 0.526], [-0.369, 5.893, -0.580], [1.665, 3.254, -2.831], [1.660, 3.270, -5.298], [-0.449, 3.634, -6.527], [-2.563, 4.001, -5.311], [-2.578, 3.962, -2.831]],
  "forces_ev_per_angstrom": [[0.3, 0.2, -0.5], [-0.1, 0.2, 0.2], [0.0, -0.1, -0.6], [0.0, 0.0, 0.7], [-0.1, 0.0, 0.0], [0.0, -0.1, 0.0], [0.0, 0.0, 0.2], [0.0, 0.0, 0.0], [0.0, -0.2, -0.1], [0.0, 0.0, 0.0], [0.4, 0.7, 0.0], [-0.2, -0.2, 0.1], [-0.2, -0.2, 0.0], [0.1, 0.1, 0.1], [0.1, -0.1, -0.1], [-0.1, 0.0, -0.1], [0.0, 0.0, 0.0], [0.0, 0.0, 0.0], [0.0, 0.0, 0.0], [-0.2, 0.0, 0.1], [0.1, 0.0, 0.0], [0.0, 0.0, -0.1], [0.1, 0.0, 0.1], [-0.2, -0.1, -0.2], [0.0, 0.0, 0.1], [-0.1, 0.0, -0.1], [0.0, -0.1, 0.1], [0.1, 0.0, -0.1], [0.0, 0.0, 0.0], [0.0, 0.0, 0.0], [0.0, 0.0, 0.0], [0.0, 0.0, 0.0], [0.0, 0.0, 0.0], [0.0, 0.0, 0.0], [0.0, -0.1, 0.0], [0.0, 0.0, 0.1], [0.0, 0.0, 0.0], [0.0, 0.1, 0.1], [0.0, 0.0, 0.0], [0.0, 0.0, 0.0], [0.0, 0.0, 0.0], [-0.1, 0.0, 0.0], [0.0, 0.0, -0.1], [0.0, 0.0, 0.0], [0.0, 0.0, 0.0], [0.0, 0.0, 0.0], [0.0, 0.0, 0.0], [-0.2, -0.5, 0.2], [0.0, 0.2, -0.1], [-0.1, 0.0, -0.1], [0.0, 0.0, 0.0], [0.0, 0.0, 0.0], [-0.1, 0.0, 0.0], [0.0, 0.0, 0.0], [0.0, 0.0, 0.0], [0.0, 0.0, 0.1], [-0.1, 0.0, 0.0], [0.0, 0.0, 0.0], [0.0, 0.0, 0.0], [0.0, 0.0, 0.0], [0.0, 0.0, 0.0], [0.1, -0.1, 0.0], [0.0, 0.0, 0.0], [0.0, 0.0, 0.0], [0.0, 0.0, 0.0], [0.0, 0.0, 0.0], [-0.1, 0.0, 0.0], [0.0, 0.0, 0.0], [0.0, 0.0, 0.0], [0.0, 0.0, 0.0], [0.1, 0.0, 0.0], [0.0, 0.0, 0.0], [0.1, 0.0, 0.1], [0.0, 0.0, 0.0], [0.0, 0.0, 0.0], [0.0, 0.0, 0.0], [0.0, 0.0, 0.0], [0.0, 0.0, 0.0], [0.0, 0.0, 0.0], [0.0, 0.0, 0.0], [0.1, 0.0, 0.0], [0.0, 0.0, 0.0], [0.0, 0.0, 0.0], [0.0, 0.0, 0.0], [0.0, 0.0, 0.0], [0.0, 0.0, 0.1], [0.0, 0.0, 0.0], [0.0, 0.0, 0.0], [0.0, 0.0, 0.0], [0.1, 0.0, 0.0], [0.0, 0.0, 0.0], [0.0, 0.0, 0.0], [0.0, 0.0, 0.0], [0.0, 0.0, 0.0], [0.0, 0.0, 0.0], [0.0, 0.0, 0.0], [0.0, 0.0, 0.0], [0.0, 0.0, 0.0], [0.0, 0.0, 0.0], [0.1, 0.0, 0.0], [0.0, 0.1, 0.0], [-0.1, -0.2, 0.3], [0.2, 0.4, 0.0], [0.0, 0.0, -0.1], [-0.1, 0.0, 0.0], [0.0, 0.0, -0.1], [0.1, 0.0, 0.0], [0.0, 0.0, 0.0], [0.0, 0.1, 0.0], [0.0, 0.0, 0.0], [0.0, 0.0, 0.0], [0.1, 0.0, 0.0], [0.1, 0.0, 0.1], [0.0, 0.0, 0.0], [0.0, 0.0, 0.0], [0.0, 0.0, 0.0], [0.0, 0.0, 0.0]],
  "lowdin_spin": [1.684, 0.014, 0.012, 0.048, 0.000, 0.001, 0.000, 0.001, 0.000, 0.001, 0.000, 0.000, 0.000, 0.000, 0.000, 0.000, 0.000, 0.000, 0.000, 0.014, 0.010, 0.002, 0.000, 0.006, 0.011, 0.002, 0.003, -0.001, 0.002, 0.000, 0.006, 0.000, 0.000, 0.000, 0.000, 0.000, 0.000, 0.004, 0.000, 0.000, 0.000, 0.001, 0.000, 0.000, 0.000, 0.000, 0.000, 0.079, 0.008, -0.002, 0.000, 0.000, 0.000, 0.000, 0.000, 0.002, 0.003, 0.000, 0.000, 0.000, 0.000, 0.003, 0.000, 0.000, 0.000, 0.000, 0.001, 0.000, 0.000, 0.000, 0.000, 0.000, 0.000, 0.000, 0.000, 0.000, 0.000, 0.000, 0.000, 0.000, 0.003, 0.000, 0.000, 0.000, 0.000, 0.000, 0.000, 0.000, 0.000, 0.000, 0.000, 0.000, 0.000, 0.000, 0.000, 0.000, 0.000, 0.000, 0.000, 0.001, 0.001, 0.021, 0.047, 0.002, 0.000, 0.000, 0.000, 0.000, 0.001, 0.000, 0.000, 0.000, 0.000, 0.000, 0.000, 0.000, 0.000],
  "charge": 2,
  "orbital_gap_ev": [7.7, 8.9],
  "multiplicity": 3
}



Entry 3:
{
  "formula": "C5H9NO2",
  "method": "the ωB97M-V functional and the def2-TZVPD basis",
  "symbols": ["C", "C", "O", "N", "C", "C", "C", "O", "H", "H", "H", "H", "H", "H", "H", "H", "H"],
  "positions_angstrom": [[-0.184, -0.228, -2.015], [0.630, -0.846, -0.901], [1.336, -1.823, -0.980], [0.376, -0.352, 0.384], [0.908, -1.071, 1.610], [-0.757, 0.490, 0.674], [-0.524, 1.977, 0.390], [0.257, 2.659, 0.982], [0.256, 0.713, -2.391], [-0.064, -0.859, -2.895], [-1.195, 0.001, -1.711], [1.851, -0.616, 1.849], [1.002, -2.135, 1.343], [0.070, -1.034, 2.291], [-1.655, 0.197, 0.109], [-1.145, 0.562, 1.703], [-1.160, 2.365, -0.441]],
  "forces_ev_per_angstrom": [[1.4, 0.5, -0.9], [-1.2, -0.2, 2.1], [0.6, 0.0, -1.0], [-0.2, -0.3, 1.2], [-1.1, -0.5, -2.6], [-1.1, 1.3, -0.6], [-0.2, -0.4, -0.7], [0.1, 0.1, 0.1], [0.0, -0.1, 0.6], [-0.6, -0.3, 0.2], [-0.2, -0.3, -0.3], [0.2, 0.0, 0.8], [0.5, 0.4, 0.1], [0.5, 0.4, 0.8], [0.2, 0.0, 0.0], [0.8, -0.8, 0.1], [0.1, 0.3, 0.2]],
  "mulliken_charge": [-1.107, 0.752, -0.616, 0.057, -1.006, -0.688, 0.041, -0.449, 0.289, 0.342, 0.302, 0.268, 0.342, 0.411, 0.346, 0.404, 0.312],
  "smiles": "CC(=O)N(C)CC=O",
  "charge": 0,
  "orbital_gap_ev": 10.1,
  "multiplicity": 1
}



Entry 4:
{
  "formula": "CH13NO4",
  "method": "the ωB97M-V functional and the def2-TZVPD basis",
  "symbols": ["H", "O", "N", "H", "H", "H", "C", "H", "H", "H", "O", "H", "H", "O", "H", "H", "O", "H", "H"],
  "positions_angstrom": [[-1.048, 0.611, 0.437], [-1.135, -0.689, 0.462], [-0.548, 1.826, 0.551], [-1.851, -0.886, -0.072], [0.251, 1.503, 1.048], [-1.032, 2.311, 1.430], [-0.436, 2.647, -0.621], [-1.420, 3.004, -0.968], [0.322, 3.466, -0.675], [-0.105, 1.804, -1.351], [-0.039, -3.128, 1.282], [-0.306, -2.133, 1.305], [-0.889, -3.536, 1.396], [0.697, -2.053, -0.884], [1.105, -2.754, -0.380], [-0.165, -1.819, -0.510], [2.193, 0.199, -0.532], [1.625, -0.616, -0.675], [2.782, 0.244, -1.244]],
  "forces_ev_per_angstrom": [[0.7, 1.1, 0.1], [2.3, 2.1, 2.0], [-2.9, 0.4, 4.4], [-3.1, -0.9, -2.0], [2.1, -0.4, -0.5], [0.3, -1.2, -2.5], [0.5, -1.9, -3.2], [0.4, -0.1, 0.5], [-0.4, -0.8, 0.8], [-0.2, 1.9, 0.4], [-0.7, 2.9, 0.3], [1.0, -2.3, 0.5], [-0.7, -0.9, 0.3], [0.2, 1.0, -1.4], [-0.3, -0.4, 0.4], [0.9, -0.7, -0.3], [-2.5, -0.5, 1.8], [0.9, 0.6, -0.1], [1.4, 0.1, -1.7]],
  "lowdin_spin": [0.010, 0.525, 0.228, 0.008, 0.002, 0.003, 0.034, 0.001, 0.020, 0.011, 0.104, -0.003, 0.000, 0.034, 0.000, -0.002, 0.027, 0.000, 0.000],
  "charge": 1,
  "orbital_gap_ev": [10.9, 4.2],
  "multiplicity": 2
}